Formula: C4H4Br2F4
Source: the Open Molecules 2025 dataset
Level of theory: ωB97M-V with the def2-TZVPD basis set

Structure (ORCA input):
```
! RIJCOSX wB97M-V def2-TZVPD def2/J DEFGRID3
* xyz 0 1
C 0.965 -1.296 -0.332
C 0.716 -0.297 0.813
F 0.728 -0.732 2.059
Br 2.114 1.005 0.753
C -0.637 0.479 0.587
Br -2.119 -0.781 0.990
C -0.942 1.073 -0.852
F -0.036 2.031 -1.070
F -2.092 1.696 -0.859
F -1.042 0.216 -1.853
H 1.877 -1.697 -0.033
H 1.075 -0.900 -1.366
H 0.262 -1.989 -0.215
H -0.869 1.190 1.380
*
```

Values from the calculation:
Relative energy (zero: lowest compared OMol25 entry of this formula, charge and spin): 0.00 kcal/mol
HOMO-LUMO gap: 11.0 eV
SMILES: C[C@@](F)(Br)[C@H](Br)C(F)(F)F

Atom charges from the Mulliken analysis, given in e for atoms 1 to 6:
1 C -1.3840
2 C 0.6359
3 F -0.2914
4 Br -0.0962
5 C -0.6754
6 Br -0.0659

---

Formula: C4H4BrClN2
Source: the Open Molecules 2025 dataset
Level of theory: ωB97M-V with the def2-TZVPD basis set

Structure (ORCA input):
```
! RIJCOSX wB97M-V def2-TZVPD def2/J DEFGRID3
* xyz 0 1
Cl -1.156 -2.428 -0.440
C -0.311 -1.555 0.915
C 0.264 -0.429 0.265
N 1.399 -0.177 -0.364
C 1.421 1.064 -0.856
C 0.195 1.649 -0.615
N -0.577 0.810 0.094
Br -2.406 0.759 0.169
H -1.086 -1.286 1.593
H 0.254 -2.474 1.470
H 2.175 1.396 -1.498
H -0.170 2.670 -0.733
*
```

Values from the calculation:
Relative energy (zero: lowest compared OMol25 entry of this formula, charge and spin): 28.90 kcal/mol
HOMO-LUMO gap: 8.6 eV
SMILES: ClCc1nccn1Br

Atom charges from the Mulliken analysis, given in e for atoms 1 to 6:
1 Cl -0.1731
2 C -0.4926
3 C 0.4219
4 N -0.5750
5 C -0.4735
6 C -0.0732

---

Formula: C4H4BrClO3
Source: the Open Molecules 2025 dataset
Level of theory: ωB97M-V with the def2-TZVPD basis set

Structure (ORCA input):
```
! RIJCOSX wB97M-V def2-TZVPD def2/J DEFGRID3
* xyz 0 1
C -0.630 1.746 -0.770
C -0.304 -0.330 -0.168
C 1.089 0.452 -0.229
C -0.585 -1.391 0.922
O -1.096 2.710 -1.282
O -1.243 0.678 -0.247
O 0.732 1.575 -0.899
Cl 1.755 0.920 1.337
Br 2.562 -0.458 -1.149
H -0.432 -0.911 -1.099
H -1.127 -1.006 1.805
H 0.411 -1.732 1.235
H -1.131 -2.253 0.544
*
```

Values from the calculation:
Relative energy (zero: lowest compared OMol25 entry of this formula, charge and spin): 5.05 kcal/mol
HOMO-LUMO gap: 11.2 eV

Atom charges from the Mulliken analysis, given in e for atoms 1 to 6:
1 C 0.5536
2 C 0.3167
3 C 0.3354
4 C -1.1547
5 O -0.4988
6 O -0.3055

---

Formula: C4H4CaO12
Source: the Open Molecules 2025 dataset
Level of theory: ωB97M-V with the def2-TZVPD basis set

Structure (ORCA input):
```
! RIJCOSX wB97M-V def2-TZVPD def2/J DEFGRID3
* xyz -2 1
Ca 0.170 0.315 -0.114
O 2.220 -1.699 3.035
C 1.364 -1.099 2.153
O 1.428 0.121 1.827
O 0.497 -1.810 1.612
H 1.879 -2.583 2.760
O -3.383 -0.150 2.270
C -2.404 0.149 1.369
O -1.597 1.070 1.695
O -2.160 -0.457 0.320
H -3.274 0.612 2.859
O 0.142 3.869 -2.136
C 0.082 2.737 -1.336
O -0.778 1.886 -1.661
O 0.886 2.600 -0.409
H -0.646 3.740 -2.679
O 1.725 -2.508 -2.856
C 1.145 -1.594 -2.051
O 1.843 -0.755 -1.450
O -0.104 -1.488 -1.958
H 0.964 -2.957 -3.252
*
```

Values from the calculation:
Relative energy (zero: lowest compared OMol25 entry of this formula, charge and spin): 20.29 kcal/mol
HOMO-LUMO gap: 7.7 eV

Atom charges from the Mulliken analysis, given in e for atoms 1 to 6:
1 Ca 1.4278
2 O -0.5282
3 C 0.8976
4 O -0.8190
5 O -0.7398
6 H 0.3029

---

Formula: C4H4Cl2LaN2O4Sc
Source: the Open Molecules 2025 dataset
Level of theory: ωB97M-V with the def2-TZVPD basis set

Structure (ORCA input):
```
! RIJCOSX wB97M-V def2-TZVPD def2/J DEFGRID3
* xyz 4 1
Sc -0.954 -0.413 -3.324
La 0.177 -0.265 -0.445
Cl -1.548 -2.216 -1.679
Cl -1.285 1.659 -2.139
C 1.267 1.784 0.201
C -0.018 -2.126 -4.480
C 0.070 0.769 -4.954
O 1.741 2.638 0.824
O 0.281 -3.065 -5.099
O 0.423 1.431 -5.831
N -0.032 1.156 3.552
C -0.059 -0.032 2.939
N 0.048 -1.189 3.611
O -0.125 -0.088 1.639
H -0.036 1.230 4.545
H -0.063 1.983 2.990
H 0.061 -2.003 3.033
H 0.051 -1.254 4.618
*
```

Values from the calculation:
Relative energy (zero: lowest compared OMol25 entry of this formula, charge and spin): 2.22 kcal/mol
HOMO-LUMO gap: 5.6 eV

Atom charges from the Mulliken analysis, given in e for atoms 1 to 6:
1 Sc 0.4397
2 La 2.0771
3 Cl -0.2220
4 Cl -0.1887
5 C 0.1629
6 C 0.4284

---

Formula: C4H4Cl2N2O
Source: the Open Molecules 2025 dataset
Level of theory: ωB97M-V with the def2-TZVPD basis set

Structure (ORCA input):
```
! RIJCOSX wB97M-V def2-TZVPD def2/J DEFGRID3
* xyz 0 1
Cl -1.744 -1.958 -0.916
C -0.964 -1.566 0.697
C 0.070 -0.431 0.602
N 1.203 -0.775 0.131
O 1.972 0.394 0.031
C 1.175 1.381 0.534
C 1.608 2.845 0.641
Cl 3.246 3.158 -0.087
N -0.006 0.930 0.899
H -0.526 -2.484 1.096
H -1.701 -1.253 1.401
H 0.877 3.501 0.151
H 1.669 3.136 1.699
*
```

Values from the calculation:
Relative energy (zero: lowest compared OMol25 entry of this formula, charge and spin): 7.02 kcal/mol
HOMO-LUMO gap: 11.6 eV
SMILES: ClCc1noc(CCl)n1

Atom charges from the Mulliken analysis, given in e for atoms 1 to 6:
1 Cl -0.1783
2 C -0.4835
3 C 0.4623
4 N -0.3284
5 O -0.1123
6 C 0.5415

---

Formula: C4H4Cl2O3S
Source: the Open Molecules 2025 dataset
Level of theory: ωB97M-V with the def2-TZVPD basis set

Structure (ORCA input):
```
! RIJCOSX wB97M-V def2-TZVPD def2/J DEFGRID3
* xyz 0 1
C -0.361 -0.873 -0.285
C 0.248 -0.725 0.881
C 0.899 0.755 1.349
C 2.179 0.343 1.933
O 2.296 -0.596 2.632
Cl 3.627 1.302 1.461
S -0.434 1.433 2.418
O -1.303 0.400 2.878
O -0.970 2.518 1.703
Cl 0.641 2.146 3.973
H -0.946 -1.784 -0.650
H -0.382 0.058 -0.837
H 0.535 -1.463 1.686
H 0.828 1.512 0.562
*
```

Values from the calculation:
Relative energy (zero: lowest compared OMol25 entry of this formula, charge and spin): 2.16 kcal/mol
HOMO-LUMO gap: 10.4 eV
SMILES: C=C[C@H](C(=O)Cl)S(=O)(=O)Cl

Atom charges from the Mulliken analysis, given in e for atoms 1 to 6:
1 C -0.6348
2 C -0.2409
3 C -0.2837
4 C 0.4511
5 O -0.3919
6 Cl -0.1873

---

Formula: C4H4ClF
Source: the Open Molecules 2025 dataset
Level of theory: ωB97M-V with the def2-TZVPD basis set

Structure (ORCA input):
```
! RIJCOSX wB97M-V def2-TZVPD def2/J DEFGRID3
* xyz 0 1
C -2.113 0.213 0.006
C 0.965 0.618 0.190
C 1.929 -0.198 -0.102
C -0.981 -0.431 0.036
F -0.981 -1.766 -0.004
Cl 3.647 0.152 -0.038
H -3.113 -0.245 0.112
H -2.124 1.327 -0.142
H 0.799 1.608 0.365
H 1.972 -1.278 -0.422
*
```

Values from the calculation:
Relative energy (zero: lowest compared OMol25 entry of this formula, charge and spin): 78.85 kcal/mol
HOMO-LUMO gap: 10.0 eV

Atom charges from the Mulliken analysis, given in e for atoms 1 to 6:
1 C -0.5991
2 C -0.3787
3 C -0.1188
4 C 0.3300
5 F -0.2101
6 Cl -0.1789